# 1
{"formula": "C40H33AsFeNPS6", "method": "ωB97M-V with the def2-TZVPD basis set", "e_tot_ev": -213025.726, "total_charge": 1, "s_squared": 8.81, "e_lumo_ev": [-2.54, -5.25], "molar_mass_g_mol": 881.85, "multiplicity": 6, "gap_ev": [7.404, 4.603], "species": ["Fe", "N", "C", "C", "C", "C", "C", "C", "P", "C", "C", "C", "C", "C", "C", "C", "C", "C", "C", "C", "C", "H", "H", "H", "H", "H", "H", "H", "H", "H", "H", "H", "H", "H", "H", "H", "H", "S", "C", "C", "C", "C", "C", "C", "As", "C", "C", "C", "C", "C", "C", "C", "C", "C", "C", "C", "C", "H", "H", "H", "H", "H", "H", "H", "H", "H", "H", "H", "H", "H", "H", "C", "S", "C", "C", "S", "S", "C", "S", "S", "H", "H", "H"], "positions_angstrom": [[0.000, 0.340, -0.322], [0.363, 2.658, -0.358], [1.729, 3.036, -0.599], [2.048, 4.372, -0.811], [3.361, 4.760, -1.007], [4.369, 3.811, -0.994], [4.056, 2.475, -0.824], [2.738, 2.069, -0.626], [2.301, 0.285, -0.599], [3.028, -0.450, 0.900], [4.039, 0.111, 1.668], [4.492, -0.551, 2.797], [3.913, -1.749, 3.180], [2.908, -2.319, 2.411], [2.475, -1.678, 1.267], [3.417, -0.309, -1.920], [2.976, -0.347, -3.240], [3.845, -0.720, -4.251], [5.157, -1.054, -3.956], [5.597, -1.022, -2.642], [4.730, -0.666, -1.626], [-0.261, 3.280, -0.871], [0.147, 2.796, 0.631], [1.259, 5.111, -0.815], [3.590, 5.801, -1.176], [5.395, 4.108, -1.139], [4.836, 1.732, -0.875], [4.468, 1.064, 1.394], [5.303, -0.132, 3.373], [4.250, -2.240, 4.079], [2.473, -3.263, 2.701], [1.688, -2.110, 0.649], [1.951, -0.092, -3.474], [3.497, -0.762, -5.272], [5.836, -1.348, -4.742], [6.616, -1.285, -2.401], [5.068, -0.669, -0.601], [0.429, 0.855, 2.244], [0.031, -0.586, 3.134], [0.667, -0.859, 4.343], [0.334, -1.998, 5.048], [-0.643, -2.863, 4.573], [-1.277, -2.600, 3.365], [-0.950, -1.462, 2.640], [-1.710, -0.902, 0.936], [-3.177, -2.155, 0.637], [-2.892, -3.441, 0.183], [-3.921, -4.330, -0.066], [-5.236, -3.942, 0.135], [-5.525, -2.660, 0.570], [-4.500, -1.761, 0.807], [-2.709, 0.653, 1.566], [-3.233, 0.705, 2.853], [-3.823, 1.866, 3.318], [-3.905, 2.980, 2.497], [-3.406, 2.929, 1.206], [-2.810, 1.769, 0.743], [1.426, -0.187, 4.710], [0.846, -2.213, 5.974], [-0.904, -3.741, 5.146], [-2.044, -3.270, 2.987], [-1.856, -3.736, 0.031], [-3.702, -5.328, -0.412], [-6.038, -4.642, -0.040], [-6.550, -2.361, 0.733], [-4.725, -0.752, 1.134], [-3.164, -0.171, 3.492], [-4.212, 1.903, 4.324], [-4.355, 3.890, 2.863], [-3.478, 3.795, 0.563], [-2.423, 1.721, -0.274], [-4.892, 0.271, -3.205], [-3.666, 1.567, -2.847], [-2.521, 1.211, -4.130], [-1.310, 0.646, -3.893], [-0.740, 0.157, -2.362], [-0.296, 0.365, -5.300], [-1.422, 0.979, -6.484], [-1.090, 0.972, -8.083], [-2.904, 1.596, -5.795], [-5.652, 0.342, -2.434], [-4.401, -0.696, -3.155], [-5.327, 0.437, -4.184]], "forces_ev_per_a": [[-0.5, 1.1, 1.1], [-0.4, -0.5, 0.3], [0.5, 0.0, -0.1], [-0.1, -0.1, 0.1], [-0.1, 0.0, 0.0], [0.1, 0.0, 0.0], [-0.1, 0.0, 0.0], [-0.5, -0.1, 0.0], [2.2, 0.2, 0.3], [-0.2, -0.2, -0.1], [-0.1, 0.1, -0.2], [0.0, 0.0, 0.1], [0.0, -0.1, -0.1], [0.1, -0.1, 0.0], [0.1, 0.2, -0.2], [-0.5, -0.2, -0.1], [0.0, 0.0, 0.1], [0.0, 0.0, -0.1], [0.0, 0.0, 0.0], [0.1, -0.1, 0.0], [-0.1, 0.0, 0.1], [0.0, -0.2, 0.0], [0.0, 0.1, 0.0], [-0.1, 0.1, 0.0], [0.0, 0.1, 0.0], [0.1, 0.0, 0.0], [0.1, 0.0, 0.0], [0.0, 0.1, 0.0], [0.0, 0.1, 0.1], [0.0, -0.1, 0.1], [-0.1, -0.1, 0.1], [0.1, -0.1, 0.2], [0.0, 0.0, 0.0], [-0.1, 0.0, -0.1], [0.0, 0.0, -0.1], [0.1, 0.0, 0.0], [0.1, 0.0, 0.0], [0.2, 0.6, -1.2], [-0.3, -0.1, -0.3], [-0.2, -0.1, -0.1], [-0.1, 0.0, 0.0], [0.0, -0.1, 0.0], [-0.3, -0.1, -0.2], [0.5, 0.1, 0.0], [-1.1, -0.3, 1.4], [0.3, 0.0, -0.4], [0.3, 0.2, 0.1], [0.0, -0.1, 0.0], [0.0, 0.0, 0.0], [0.0, -0.1, 0.0], [0.2, 0.3, 0.1], [0.0, 0.2, -0.1], [0.2, -0.4, -0.1], [0.0, 0.0, 0.0], [0.0, 0.1, 0.0], [0.0, 0.1, 0.0], [0.1, -0.3, -0.2], [0.1, 0.1, 0.0], [0.0, 0.0, 0.1], [0.0, -0.1, 0.0], [0.1, 0.0, 0.1], [-0.1, -0.1, 0.0], [0.0, -0.1, 0.0], [-0.1, -0.1, -0.1], [-0.1, 0.0, 0.0], [0.0, -0.1, 0.0], [0.0, 0.1, 0.0], [0.0, 0.0, 0.1], [-0.1, 0.1, 0.0], [0.0, 0.1, -0.1], [-0.1, 0.1, 0.1], [0.3, 0.1, 0.0], [-0.1, 0.1, -0.2], [-0.4, 0.3, -0.1], [0.2, 0.1, -0.3], [0.1, -0.3, -0.5], [-0.3, 0.1, 0.1], [0.3, -0.1, -0.7], [-0.2, 0.1, 0.6], [0.3, -0.2, 0.5], [-0.1, 0.0, 0.1], [-0.1, -0.1, 0.0], [-0.1, 0.0, 0.0]]}

# 2
{"formula": "Cl3F4N2O8S4Y", "method": "ωB97M-V with the def2-TZVPD basis set", "e_tot_ev": -112175.900, "total_charge": -2, "e_above_lowest_kj_mol": 0.0, "e_lumo_ev": 0.04, "molar_mass_g_mol": 555.53, "gap_ev": 5.248, "species": ["Y", "Cl", "Cl", "Cl", "N", "S", "O", "O", "F", "S", "O", "O", "F", "N", "S", "O", "O", "F", "S", "O", "O", "F"], "positions_angstrom": [[0.935, 0.356, 0.602], [-0.637, 3.955, -0.220], [2.142, -3.352, 1.560], [4.051, 1.987, 2.309], [1.897, -0.213, -2.810], [1.482, -1.190, -4.116], [2.426, -2.189, -4.480], [0.704, -0.532, -5.124], [0.335, -2.066, -3.310], [2.905, 0.510, -3.755], [2.477, 1.496, -4.776], [4.310, 0.176, -3.709], [3.013, 1.670, -2.641], [-1.922, -0.012, 2.865], [-3.578, 0.066, 2.455], [-4.294, 1.314, 2.555], [-4.333, -1.140, 2.690], [-3.466, -0.032, 0.876], [-2.301, -0.202, 4.349], [-2.414, -1.566, 4.826], [-2.937, 0.836, 5.094], [-0.795, 0.125, 4.759]], "forces_ev_per_a": [[1.3, 0.8, 0.7], [0.6, -1.7, 0.3], [-0.6, 1.6, -0.5], [-1.6, -0.8, -0.8], [-1.6, -3.4, -2.9], [-5.2, -3.4, 1.2], [0.5, 0.4, 0.0], [0.6, -0.4, 0.6], [0.9, 0.8, -0.3], [5.5, 10.6, 1.6], [0.0, -3.6, 0.1], [-1.2, -1.9, -1.2], [0.2, 1.0, 1.9], [-4.2, 0.7, -3.1], [-2.9, 0.4, -4.4], [1.5, -0.8, 0.9], [1.0, 0.6, 1.0], [1.3, 0.0, -0.6], [5.0, -2.1, 7.0], [-0.7, 1.3, -1.0], [-1.5, 0.0, -0.9], [1.2, -0.1, 0.5]]}